ORCA calculation (ωB97M-V/def2-TZVPD) on a structure of composition C22H30BaN4OS2.

```
60
Properties=species:S:1:pos:R:3:forces:R:3:lowdin_charge:R:1
C 3.259090 2.736658 -0.799354 0.0 0.4 0.1 -0.033
C 0.211846 -0.846293 3.463351 0.2 -0.2 0.0 -0.105
H -0.811266 0.688633 -3.897940 0.0 0.0 0.0 0.096
N -2.079297 1.925074 1.241201 1.2 0.3 -0.4 -0.103
Ba 0.018372 -0.320322 -0.498365 -0.7 -1.9 0.5 1.726
N 1.182617 -3.002296 -1.109522 -0.2 0.2 -0.1 -0.379
C -2.840282 0.924923 1.031381 -0.8 -0.6 -0.3 -1.191
H -0.888003 5.179225 -0.155730 0.0 0.1 -0.1 0.073
H -0.305780 -3.701779 0.184383 -0.2 0.0 0.0 0.087
C -0.077675 -0.106833 -4.036528 -0.1 0.2 -0.2 -0.103
C -0.404377 3.137134 0.301300 0.5 -0.4 -0.1 -0.275
H 3.284687 5.852951 0.508332 0.0 0.1 0.0 0.094
C -2.390787 -1.288715 4.290563 0.0 -0.1 0.0 -0.042
H -1.922006 -1.987149 -4.525004 0.0 0.0 -0.1 0.097
H 0.896355 0.276737 -3.742349 0.1 0.0 0.0 0.080
H -0.550673 -3.629544 -2.060280 0.0 0.0 0.0 0.111
H -1.763366 -3.281111 4.718598 0.0 -0.1 0.0 0.101
H 1.502250 -1.918787 -3.506036 0.1 0.0 0.0 0.110
H -0.051771 -0.369620 -5.106461 0.0 0.0 0.1 0.098
H -1.514249 4.594823 1.395816 0.0 0.0 0.1 0.094
H 0.946232 -4.899291 -0.182026 0.0 0.0 0.0 0.099
H -0.429840 1.161216 3.050256 0.0 -0.2 0.1 0.107
H -2.472330 -0.816338 -3.293822 0.0 0.0 0.0 0.074
C 0.481321 -3.401539 -2.325573 0.0 0.0 -0.4 -0.205
H 3.114284 -2.769636 -0.357725 0.0 0.0 0.0 0.091
N -0.438313 -1.247347 -3.210664 0.3 -0.1 0.2 -0.385
H -2.273241 4.065883 -0.079530 0.1 0.0 0.0 0.088
H 4.793555 4.184527 -0.532013 0.1 0.0 0.0 0.100
O 1.478581 1.251776 -1.053433 0.8 0.7 -0.6 -0.533
C -1.466529 -2.312907 4.346848 0.1 -0.1 0.0 -0.080
H -3.663954 1.152778 4.548902 0.0 -0.1 0.1 0.080
C 1.025044 3.364191 -0.034410 0.4 0.0 -0.1 -0.103
H 2.951179 -2.416636 -2.071288 0.1 0.0 -0.1 0.082
H -3.408576 -1.466304 4.598723 -0.2 0.0 0.0 0.116
C -1.803751 -1.653746 -3.485035 -0.2 0.0 0.0 -0.109
N -0.813080 1.951440 0.610617 -0.7 0.7 0.0 -0.115
H 2.950607 -4.104535 -1.518010 0.0 0.0 0.0 0.098
C -0.715592 0.175340 3.413995 0.1 0.5 -0.1 -0.065
H -2.479590 2.007877 3.554649 -0.3 -0.1 0.0 0.075
H -2.104838 -2.461822 -2.824418 -0.1 -0.1 0.0 0.079
H 0.913651 -4.336249 -2.726886 0.0 0.1 0.1 0.132
S -2.958982 -0.303608 -0.192893 0.1 0.4 -0.1 0.316
H 3.904880 2.006299 -1.260619 0.0 -0.1 -0.1 0.106
C 3.744793 3.959593 -0.392820 0.2 -0.1 -0.1 -0.100
C 2.903961 4.895299 0.185577 -0.1 0.3 0.1 -0.109
C -3.011585 1.061369 3.680112 -0.2 0.6 0.5 -0.452
C -1.308541 4.326597 0.360828 -0.4 -0.1 0.0 -0.031
C -0.162438 -2.097499 3.927206 0.1 -0.1 0.0 -0.102
H 1.299245 -3.548129 0.902939 0.0 0.0 0.1 0.086
C 0.757562 -3.831156 0.000726 0.1 -0.2 0.2 -0.112
C 1.906570 2.411064 -0.640928 -0.5 0.4 0.3 -0.397
H 0.561704 -2.896552 3.975493 0.1 -0.1 0.0 0.096
C 0.502213 -2.341679 -3.427480 0.0 -0.4 -0.1 -0.204
H 0.297799 -2.838422 -4.394626 0.0 0.1 0.1 0.132
S -4.101499 0.759569 2.279878 -0.3 0.1 0.0 0.863
C 1.566740 4.595511 0.351638 0.1 -0.2 -0.1 -0.057
C 2.621018 -3.080745 -1.277218 0.2 0.0 0.0 -0.090
H 1.232246 -0.659604 3.156239 0.1 0.0 0.0 0.101
H 0.929235 5.327515 0.820219 -0.1 0.1 0.1 0.101
C -2.025424 -0.037807 3.819216 0.2 -0.1 0.1 -0.306
```
Positions in Å, forces in eV/Å.

- LUMO energy (eV) = 0.1
- charge = 0
- HOMO-LUMO gap (eV) = 7.43
- energy above the lowest of the compared OMol25 structures with the same formula, charge and spin (kcal per mole) = 8.2
- E (hartree) = -1972.489758


ORCA calculation (ωB97M-V/def2-TZVPD) on a structure of composition C22H30BrCl3FGeIrN6O3SSi.

```
70
Properties=species:S:1:pos:R:3:forces:R:3:nbo_charge:R:1
H -2.551758 -0.056561 -3.962195 0.0 0.0 0.0 0.422
C -3.103012 1.311565 5.088231 0.0 0.0 0.0 -0.594
C 0.811863 -5.076662 -0.967925 0.0 -0.1 0.0 -0.196
H -2.955022 -3.139036 2.770086 0.0 0.0 0.0 0.250
O -1.295390 0.167693 -1.973319 -0.3 0.3 0.3 -0.679
H -0.324274 -0.520043 -5.767254 0.0 0.0 0.0 0.206
H 3.504200 1.366932 -1.787527 0.0 0.0 0.0 0.231
H -4.300006 -3.047999 -0.124238 0.0 0.0 0.0 0.252
Br 2.158174 6.897408 -2.544320 0.0 0.0 0.0 0.101
H 0.780173 -1.224692 -3.942053 0.0 0.0 0.0 0.411
N 1.845420 -0.667471 2.499236 0.0 0.0 0.0 -0.779
Ir -0.545886 0.242091 -0.049161 0.0 0.1 0.3 1.250
Si -2.158634 -2.119375 0.629855 0.1 0.0 0.0 1.835
H -3.117393 -4.341823 -0.008171 0.0 0.0 0.0 0.248
H -1.960607 -1.713759 3.074938 0.0 0.0 0.0 0.235
H 1.041901 -0.692979 -2.319275 0.1 0.1 0.1 0.440
N -1.614331 -0.388903 -4.107844 0.1 0.0 0.1 -0.587
C -1.242818 -0.968346 -5.384236 0.0 0.0 0.0 -0.430
H -2.139098 3.063011 4.244211 0.0 0.0 0.0 0.249
H -2.359646 0.549451 0.653557 0.0 0.1 -0.1 0.246
H 3.707470 -3.353313 -0.787285 0.0 0.0 0.0 0.233
C -3.254076 -3.304583 -0.315577 -0.1 0.1 0.1 -1.150
N -1.122423 1.239625 2.600484 -0.1 0.0 -0.3 -0.280
H 4.528871 5.281717 -3.204839 0.0 0.0 0.0 0.241
C -0.053923 -4.051254 -0.644022 0.2 0.1 0.0 -0.248
C 2.031928 2.902449 -1.506814 0.0 0.1 0.0 -0.209
C -0.930616 1.390979 3.856275 -0.2 0.1 0.0 0.089
C 0.376281 -2.739120 -0.347237 -0.1 -0.1 -0.1 0.084
C -1.861591 2.140960 4.754608 0.0 -0.1 0.0 -0.454
Cl 2.778637 5.689724 1.379397 0.0 0.0 -0.1 -0.368
S 0.492978 0.594577 4.443371 0.1 -0.1 -0.1 0.428
H 0.731123 4.606811 -1.347121 0.0 0.0 0.0 0.243
H -3.642289 1.049961 4.178568 0.0 0.0 0.0 0.213
F 2.347181 -1.369499 -0.153338 -0.1 0.1 0.0 -0.365
C -2.069617 -2.594922 2.437109 0.0 0.1 -0.1 -1.147
C 2.651500 -3.587602 -0.760663 -0.1 -0.1 0.0 -0.279
Ge 1.799858 3.943555 2.147355 0.0 0.1 0.1 1.149
N -0.583372 -1.790188 -0.011825 0.0 0.1 0.0 -1.028
Cl 3.047790 3.184870 3.751427 0.0 0.0 -0.1 -0.399
H -1.121590 -2.051547 -5.320765 0.0 0.0 0.0 0.207
H -2.836383 0.389770 5.606550 0.0 0.0 0.0 0.211
C 0.782869 0.077203 2.823947 0.3 -0.2 -0.1 0.272
N 0.414493 -0.839188 -3.089623 -0.1 -0.2 -0.4 -0.805
O 1.179329 0.736446 -0.978676 0.2 0.4 0.6 -0.642
C 2.179094 -4.855932 -1.040379 0.1 0.0 0.0 -0.222
C 2.597861 5.080153 -2.303561 0.0 0.0 0.0 -0.111
H 2.023109 -0.861396 1.522366 0.0 0.0 0.0 0.433
C -2.926808 -0.398494 0.408992 0.4 -0.1 0.0 -1.117
H 5.120404 2.905995 -2.877476 0.0 0.0 0.0 0.231
C 3.829714 4.606726 -2.731174 0.0 0.0 0.0 -0.192
C 1.065412 2.018636 -0.853283 -0.8 0.0 0.7 0.779
H -3.773071 1.879394 5.731417 0.0 0.0 0.0 0.229
H -3.338234 -0.284840 -0.590609 -0.1 0.1 0.0 0.263
C 1.690715 4.239242 -1.684318 0.0 0.1 0.0 -0.127
Cl -0.060197 4.588751 3.015515 0.0 0.0 0.0 -0.391
H -3.091870 -3.237174 -1.392801 0.0 0.0 0.0 0.244
H -2.029431 -0.751334 -6.100759 0.0 0.0 0.0 0.237
C 4.157931 3.269755 -2.545604 0.0 0.0 0.0 -0.198
H 0.409480 -6.059109 -1.177180 0.0 0.0 0.0 0.223
H 2.622302 -0.714489 3.135311 0.0 -0.1 0.0 0.416
H -1.113322 -4.251617 -0.626572 0.0 0.0 0.0 0.217
H -1.333322 2.423479 5.665908 0.0 0.0 0.0 0.228
O 0.095447 2.436894 -0.146308 0.3 -0.8 -0.9 -0.652
H -1.199697 -3.234337 2.603464 0.0 0.0 0.0 0.253
C 1.766900 -2.585853 -0.420839 -0.1 -0.1 0.0 0.355
C 3.259872 2.409423 -1.939719 0.0 0.0 0.0 -0.160
H 2.862625 -5.651155 -1.300765 0.0 0.0 0.0 0.225
N -0.145214 0.479918 1.981276 -0.1 0.1 0.0 -0.373
C -0.825673 -0.343992 -3.023762 0.3 -0.3 -0.1 0.812
H -3.712312 -0.296575 1.156955 0.0 0.1 0.1 0.286
```
Positions in Å, forces in eV/Å.

- LUMO energy (alpha / beta) (eV) = -2.6 / -4.7
- charge = +1
- ⟨S²⟩ = 0.754
- HOMO-LUMO gap (alpha / beta) (eV) = 7.44 / 5.37
- energy above the lowest of the compared OMol25 structures with the same formula, charge and spin (kcal per mole) = 0.0
- E (hartree) = -8333.981986
- spin multiplicity = 2


ORCA calculation (ωB97M-V/def2-TZVPD) on a structure of composition C22H30Cl5F2FeO3.

```
63
Properties=species:S:1:pos:R:3:forces:R:3:nbo_charge:R:1
H 3.147674 -1.717569 -1.995598 0.3 0.2 -0.2 0.233
C 3.091524 4.356451 -1.876338 -0.6 -0.4 1.2 -0.714
C -3.646696 -3.483129 2.441592 -0.3 0.6 -1.5 -0.228
H 2.722724 5.288131 -2.305358 0.4 0.1 -0.2 0.246
H -2.126416 -0.751129 3.727512 0.3 0.1 -0.2 0.236
C -0.136276 -4.081309 2.101512 -0.1 -0.6 -0.3 -0.275
H 2.288954 -1.421259 -0.518618 -0.6 0.4 -0.2 0.270
Cl -2.238726 0.041751 -1.067418 1.1 1.2 0.4 -0.604
C 0.358164 3.859241 -4.411508 -0.8 0.1 0.8 -0.731
H 2.512554 -0.462539 -4.112378 0.6 -0.4 0.1 0.248
Fe -0.539046 1.799261 -0.650318 -0.8 -0.7 1.0 1.570
C -0.742326 -4.432369 -0.240718 1.0 -0.8 0.2 -0.235
H 2.022804 5.561161 0.805112 -0.7 0.0 -0.2 0.263
C 0.324704 -5.406579 2.168212 -1.1 2.4 -0.6 0.396
H -1.080266 2.900451 3.217262 0.5 0.3 -0.2 0.243
H 4.073554 4.463811 -1.415688 0.1 0.3 -0.4 0.235
H 3.601564 -0.377189 -0.906068 0.2 0.1 -0.3 0.250
H 2.121474 3.917751 1.476342 -0.5 -0.1 -0.4 0.266
H 1.788954 1.014051 -4.166588 0.0 0.7 0.7 0.235
C 2.131654 4.011371 -0.734098 -0.7 -1.6 0.3 0.664
C -0.399536 3.341501 3.945392 -0.5 -0.1 0.6 -0.378
H 1.120484 4.173741 -3.698728 -0.5 -0.2 0.4 0.233
H -4.278826 -3.649029 1.581782 0.0 -0.7 -0.1 0.213
O 0.817814 0.456591 -1.727778 3.2 -1.0 -1.3 -0.628
C 1.928654 0.045631 -2.165388 -2.6 1.0 1.3 0.671
C -0.138346 -5.704729 -0.179448 -1.2 1.1 0.4 -0.198
H -1.096146 -2.616599 0.889072 -0.1 0.0 -0.1 0.237
H 0.499084 -7.205239 1.175612 0.5 -0.2 -0.2 0.217
H 0.940574 3.585681 -5.291318 -0.5 -0.8 -0.2 0.242
C -0.729876 2.873291 -3.821708 1.2 -1.3 1.0 0.679
C -2.757926 -4.014429 4.576342 1.3 1.1 -0.4 -0.293
C 0.337744 -6.146619 1.035302 -0.1 -2.0 -0.1 -0.304
C 2.421054 4.558871 0.647292 0.5 0.5 0.2 -0.741
Cl -1.100426 2.876931 5.530202 0.4 -0.4 -0.1 -0.054
O 1.218324 3.200661 -0.934048 1.4 1.2 0.1 -0.627
H -3.194556 -1.579049 1.556702 -0.3 0.3 0.1 0.239
H 3.085444 3.524651 -2.580748 -0.1 0.3 -0.1 0.231
H -1.338386 2.218431 -5.722518 -0.2 0.3 -0.3 0.225
C -2.296826 -2.700929 4.640502 -0.3 -0.3 -1.8 0.400
H -2.415496 -4.679109 5.355652 -0.4 -0.2 0.1 0.227
H -2.221116 1.395381 -4.482138 0.0 0.2 0.6 0.263
C 2.770164 -0.918519 -1.357538 -0.1 -0.2 0.0 -0.730
C -3.119266 -2.185879 2.446922 -0.2 -0.7 0.3 -0.189
H 3.475444 4.780041 0.812982 0.3 -0.4 -0.4 0.227
F -1.521796 -2.387549 5.686142 0.0 0.6 0.3 -0.327
C -1.824986 2.372281 -4.759368 0.8 0.0 0.0 -0.721
H 0.638014 3.022561 3.846122 -0.4 -0.2 0.1 0.226
C 2.478674 0.458791 -3.530918 -0.9 -0.8 -0.1 -0.728
H 3.478444 0.890881 -3.487638 -0.1 0.0 0.1 0.243
Cl -0.420686 5.103271 3.891582 0.1 0.3 -0.5 -0.039
C -3.404256 -4.418909 3.406862 -1.0 0.3 1.5 -0.203
F 0.604884 -5.966829 3.333822 0.6 -0.2 0.8 -0.316
H -2.643916 3.084451 -4.860688 0.1 0.1 0.0 0.256
H -0.180186 4.752961 -4.726998 -0.1 0.1 0.0 0.242
O -0.626406 2.398571 -2.679328 -0.4 1.5 -2.4 -0.619
H -1.108996 -4.109709 -1.203958 -0.3 0.3 0.2 0.217
C -2.469996 -1.761999 3.564702 0.6 -0.6 2.4 -0.287
Cl -1.759866 3.646831 0.000282 0.5 -0.9 -0.3 -0.534
C -0.736736 -3.634789 0.911442 1.1 -0.1 0.0 -0.191
H -3.915336 -5.368859 3.459822 0.2 -0.2 -0.6 0.217
Cl 0.514924 1.076171 1.384822 -0.5 0.4 -1.1 -0.610
H -0.065816 -3.441189 2.968512 -0.2 0.0 0.1 0.232
H -0.240546 -6.428559 -0.974458 0.2 0.2 -0.3 0.212
```
Positions in Å, forces in eV/Å.

- LUMO energy (alpha / beta) (eV) = -0.1 / -1.6
- charge = 0
- ⟨S²⟩ = 8.760
- HOMO-LUMO gap (alpha / beta) (eV) = 8.28 / 6.81
- E (hartree) = -4846.449814
- spin multiplicity = 6


ORCA calculation (ωB97M-V/def2-TZVPD) on a structure of composition C22H30ClIrN2Sb2.

```
58
Properties=species:S:1:pos:R:3:forces:R:3:nbo_charge:R:1
C -1.026307 -3.902388 0.624129 0.0 0.2 -0.3 -1.003
C 2.004609 -0.898145 4.191922 0.2 0.0 -0.1 -0.053
H -1.992893 -1.202270 -1.594623 -0.1 0.2 0.1 0.440
C 0.842232 -1.564810 6.647653 0.0 0.1 0.0 -0.191
C 1.711093 -0.484290 6.561024 0.0 0.0 0.0 -0.180
H 0.528223 -3.871451 3.427933 0.0 0.0 0.0 0.263
H 3.184436 0.032584 -0.142536 0.0 -0.1 0.1 0.203
H -2.155680 -1.378605 3.839505 0.0 0.0 0.0 0.258
C -2.311243 -2.085243 3.026705 -0.1 0.3 -0.1 -0.997
H -0.056659 -3.192241 5.592823 0.0 0.0 0.0 0.219
H 2.863082 2.718694 3.558667 0.0 -0.1 0.0 0.254
C 3.463453 -2.504885 -2.339185 0.0 0.0 0.0 -0.051
C 3.856952 -1.554425 -1.433725 0.0 0.0 -0.1 -0.265
C 2.098309 -2.625583 -2.673403 0.1 0.0 -0.1 -0.088
H -0.625374 2.368164 3.414012 0.0 0.0 0.0 0.252
H -1.531463 1.975510 0.274213 0.0 0.0 -0.2 0.216
C 2.567925 -0.466754 2.872696 -0.1 0.6 0.1 -0.727
H 3.708676 2.497725 1.990663 0.0 0.0 0.0 0.251
C 2.884931 -0.745584 -0.832799 0.0 0.0 -0.2 0.114
H -3.166180 -1.771748 2.429290 0.0 0.0 0.0 0.264
Ir -0.102965 -0.209957 0.262735 0.8 1.4 -1.9 0.388
C -0.643787 -2.747439 -3.207122 -0.1 0.0 -0.1 -0.195
C 2.758652 2.704380 2.476026 -0.2 0.4 -0.7 -0.908
C 0.255644 -3.607012 -3.881024 0.0 0.0 0.1 -0.177
N -1.020366 -0.908211 -1.590470 0.5 -0.3 0.7 -0.806
H 1.946160 0.096652 7.442739 0.0 0.0 0.0 0.239
Sb 1.352696 1.161257 2.089680 -0.6 -1.4 0.7 1.192
H -0.129196 -4.302563 -4.613571 0.0 0.0 0.0 0.253
Sb -0.610355 -2.186295 1.786976 -0.4 0.2 0.0 1.554
H 0.600944 1.830155 4.574652 0.0 0.0 0.0 0.258
H -0.978070 0.016239 -2.024830 -0.3 -0.1 -0.3 0.411
H -1.900752 -3.708361 0.004531 0.0 -0.1 0.0 0.249
N 1.587489 -0.854628 -1.084346 0.6 -0.2 0.7 -0.552
C 0.913691 -2.900908 3.112405 0.0 0.3 -0.2 -0.732
C 1.198449 -1.767327 -2.022038 -0.1 0.1 0.2 0.122
C -1.749336 0.969899 0.644300 0.2 -1.1 1.4 -0.628
H -1.234607 -4.729592 1.300725 0.0 0.0 0.0 0.264
H -1.941018 1.003519 1.713101 -0.3 0.4 0.0 0.213
H 1.793319 -3.062444 2.490994 0.1 -0.1 0.1 0.246
C 0.583521 -2.319954 5.517206 0.0 -0.1 0.0 -0.188
H 2.282822 -4.218187 -4.126317 0.0 0.0 0.0 0.247
C 2.281412 -0.161098 5.341424 0.1 0.0 0.0 -0.206
H 4.190079 -3.158690 -2.805913 0.0 0.0 0.0 0.249
H 4.896470 -1.423255 -1.169832 0.0 0.0 0.0 0.257
C 1.594405 -3.554661 -3.619360 0.0 0.0 0.0 -0.147
H -0.178858 -4.144696 -0.015108 0.0 0.0 0.0 0.249
H 2.374255 3.659665 2.125988 0.1 0.0 0.1 0.259
H 2.979303 0.667943 5.277755 0.0 0.0 0.0 0.215
H 3.564252 -0.033986 2.964824 0.1 -0.2 0.1 0.253
Cl -3.267965 0.390492 -0.092575 -0.2 0.1 -0.1 -0.065
H -2.488012 -3.082188 3.428449 0.0 0.0 0.0 0.260
H 2.572406 -1.233301 2.103499 0.1 -0.1 0.1 0.224
H 0.384913 -1.824817 7.592345 0.0 0.0 0.0 0.240
C -0.173512 -1.840491 -2.305390 -0.2 -0.1 -0.1 0.163
H -0.567158 0.660460 3.918171 0.0 0.0 0.0 0.238
C 1.163784 -2.004648 4.287624 -0.1 -0.2 0.1 -0.081
H -1.703888 -2.800913 -3.427858 0.0 0.0 0.0 0.242
C 0.030270 1.543186 3.694814 0.0 0.3 -0.1 -0.979
```
Positions in Å, forces in eV/Å.

- LUMO energy (eV) = -7.7
- charge = +2
- HOMO-LUMO gap (eV) = 6.14
- energy above the lowest of the compared OMol25 structures with the same formula, charge and spin (kcal per mole) = 29.9
- E (hartree) = -2010.297708